C4H12CsO2 | wB97M-V/def2-TZVPD

## Properties
- Net charge: +1
- Energy relative to the best compared isomer or geometry (same formula, charge and spin): 8.60 kcal/mol
- Total energy: -8980.035 eV
- Frontier orbital gap: 10.7 eV
- HOMO: -13.964 eV
- E_LUMO: -3.266 eV

Each line ends with the Löwdin charge.
Element x y z (Å)
Cs -14.559 9.884 6.862  1.23
O -16.076 7.801 8.232  -0.23
O -15.836 12.453 7.675  -0.23
C -16.961 14.607 7.844  -0.07
C -16.564 7.010 7.142  -0.32
C -15.793 13.737 8.275  -0.31
C -17.233 7.871 6.080  -0.12
H -16.003 12.547 6.731  0.06
H -17.868 13.995 7.871  0.08
H -16.810 14.922 6.809  0.08
H -16.104 7.235 9.011  0.10
H -16.518 8.425 5.471  0.00
H -17.296 6.297 7.535  0.12
H -17.117 15.481 8.468  0.08
H -17.782 7.161 5.455  0.09
H -14.852 14.265 8.063  0.12
H -15.805 6.375 6.671  0.12
H -18.039 8.534 6.401  0.09
H -15.746 13.620 9.359  0.12